No. 1
{
  "formula": "C4H5N3",
  "method": "ωB97M-V/def2-TZVPD",
  "symbols": ["C", "N", "C", "C", "N", "C", "N", "H", "H", "H", "H", "H"],
  "coordinates": [[-1.5813, -0.0270, 0.2602], [-0.5114, -0.1720, -0.7405], [0.7662, -0.1482, -0.0558], [1.9437, -0.8840, -0.5302], [2.8132, -1.6367, -0.6541], [1.1217, 1.1954, 0.5051], [1.2971, 2.3110, 0.7724], [-1.4985, -0.8263, 1.0159], [-2.5416, -0.1480, -0.2375], [-1.5624, 0.9281, 0.8105], [-0.6119, 0.3911, -1.5624], [0.3122, -1.0307, 0.4150]],
  "forces_ev_per_a": [[-0.11, 0.04, -0.21], [-0.33, 0.25, -0.87], [-0.62, -0.69, -0.25], [0.76, -0.64, -0.71], [-0.72, 0.93, -0.14], [-0.14, 0.49, 0.40], [-0.20, -1.60, -0.26], [0.01, 0.18, -0.35], [0.01, 0.11, 0.01], [0.00, -0.12, -0.25], [-0.06, 0.55, -0.18], [1.39, 0.50, 2.81]],
  "mulliken_charge": [-0.856, -0.383, 0.565, -0.143, -0.418, 0.314, -0.389, 0.316, 0.327, 0.306, 0.247, 0.115],
  "homo_ev": -10.55,
  "smiles": "CNC(C#N)C#N"
}

---

No. 2
{
  "formula": "C44H50N8OPbSSeSi",
  "method": "ωB97M-V/def2-TZVPD",
  "symbols": ["Pb", "C", "C", "C", "C", "C", "C", "C", "H", "H", "H", "H", "H", "H", "H", "H", "Se", "N", "C", "C", "C", "C", "N", "C", "N", "H", "H", "H", "C", "S", "O", "C", "C", "C", "C", "C", "C", "H", "H", "H", "H", "H", "H", "H", "H", "C", "Si", "C", "C", "C", "C", "C", "C", "C", "H", "H", "H", "H", "H", "H", "H", "H", "H", "H", "H", "C", "C", "N", "C", "C", "N", "C", "N", "N", "N", "C", "C", "C", "C", "C", "C", "H", "H", "H", "H", "H", "H", "H", "H", "H", "H", "H", "C", "C", "C", "C", "C", "C", "H", "H", "H", "H", "H", "H", "H", "H", "H"],
  "coordinates": [[0.1910, -1.5667, -0.1861], [4.2903, -0.6444, -0.8178], [3.3777, -1.3897, -1.7621], [2.6738, -0.7154, -2.7564], [1.8348, -1.3979, -3.6318], [1.7065, -2.7777, -3.5340], [2.4066, -3.4637, -2.5477], [3.2288, -2.7736, -1.6665], [4.2330, -1.0531, 0.1939], [4.0379, 0.4173, -0.7732], [5.3317, -0.7231, -1.1446], [2.7772, 0.3649, -2.8406], [1.2796, -0.8561, -4.3904], [1.0510, -3.3070, -4.2122], [2.2993, -4.5383, -2.4484], [3.7537, -3.3183, -0.8854], [-2.7059, 1.0834, -3.6665], [-2.7499, -0.4104, -4.7308], [-2.3812, -1.4488, -3.9940], [-2.2119, -2.7792, -4.4419], [-1.7021, -3.7374, -3.5632], [-1.3450, -3.4050, -2.2784], [-1.5571, -2.1417, -1.8017], [-2.1279, -1.2464, -2.5767], [-2.5146, 0.0168, -2.0893], [-2.4706, -3.0286, -5.4645], [-1.5575, -4.7590, -3.8957], [-0.8875, -4.1153, -1.5956], [0.2272, -4.4533, 3.1862], [1.1764, -3.7401, 1.8400], [2.0256, -4.7997, 1.2345], [2.2645, -2.6973, 2.8175], [1.7796, -1.7927, 3.7571], [2.6764, -0.9803, 4.4356], [4.0377, -1.0563, 4.1573], [4.5080, -1.9570, 3.2096], [3.6196, -2.7868, 2.5348], [0.9112, -4.7973, 3.9609], [-0.3319, -5.2831, 2.7549], [-0.4584, -3.6862, 3.5538], [0.7151, -1.7050, 3.9362], [2.3137, -0.2821, 5.1814], [4.7323, -0.4077, 4.6781], [5.5681, -2.0158, 2.9960], [3.9584, -3.5126, 1.8037], [-4.0188, -1.3457, 0.1300], [-3.7319, 0.2338, -0.8236], [-3.1391, 1.6932, 0.1791], [-5.4226, 0.6381, -1.5317], [-5.8534, 0.0927, -2.7466], [-7.1675, 0.2422, -3.1716], [-8.0766, 0.9513, -2.3938], [-7.6675, 1.5052, -1.1886], [-6.3524, 1.3401, -0.7603], [-4.2951, -1.1167, 1.1657], [-3.1497, -2.0058, 0.1549], [-4.8511, -1.8751, -0.3380], [-3.8683, 1.9905, 0.9443], [-2.9902, 2.5511, -0.4862], [-2.1924, 1.4521, 0.6774], [-5.1513, -0.4500, -3.3762], [-7.4842, -0.2004, -4.1105], [-9.1021, 1.0722, -2.7256], [-8.3718, 2.0596, -0.5769], [-6.0546, 1.7677, 0.1943], [0.1759, 2.1477, -1.8599], [0.8970, 1.9651, -0.5694], [1.0528, 0.8275, 0.0733], [1.7994, 1.0972, 1.2080], [2.0996, 2.4164, 1.2456], [1.5166, 2.9612, 0.1129], [1.6682, 4.3424, -0.3082], [3.0579, 4.7047, -0.3539], [3.5716, 5.5590, 0.5689], [4.8405, 5.5938, 0.4404], [5.2042, 4.7215, -0.5757], [6.4604, 4.3840, -1.0841], [6.5002, 3.4470, -2.0918], [5.3232, 2.8503, -2.5936], [4.0794, 3.1794, -2.1049], [4.0549, 4.1348, -1.0838], [-0.1705, 1.1853, -2.2250], [0.8171, 2.5953, -2.6239], [-0.7024, 2.7839, -1.7417], [2.0704, 0.3210, 1.9124], [2.6679, 3.0103, 1.9453], [1.1858, 5.0144, 0.3922], [1.2161, 4.4528, -1.2883], [7.3592, 4.8427, -0.6909], [7.4542, 3.1571, -2.5153], [5.4022, 2.1098, -3.3809], [3.1776, 2.7191, -2.4912], [-1.7376, -0.6580, 5.1075], [-2.1712, 0.0715, 3.8271], [-3.6980, 0.0116, 3.6991], [-1.7153, 1.5380, 3.9024], [-1.5450, -0.5628, 2.6465], [-1.0103, -1.0549, 1.6687], [-2.2797, -0.2523, 5.9662], [-0.6690, -0.5232, 5.2916], [-1.9512, -1.7274, 5.0423], [-4.1608, 0.5492, 4.5315], [-4.0504, -1.0221, 3.7144], [-4.0264, 0.4718, 2.7649], [-2.1600, 2.0231, 4.7773], [-2.0219, 2.0859, 3.0080], [-0.6272, 1.5974, 3.9834]],
  "forces_ev_per_a": [[0.20, -0.04, -0.44], [-0.01, -0.03, -0.08], [0.12, 0.04, 0.05], [-0.05, 0.06, 0.04], [-0.01, 0.01, 0.02], [0.01, 0.01, 0.05], [-0.02, 0.03, 0.01], [0.05, 0.03, 0.01], [-0.01, 0.02, -0.02], [0.00, -0.05, 0.00], [-0.04, 0.00, 0.03], [-0.02, -0.11, 0.02], [0.03, -0.03, 0.04], [0.00, 0.01, 0.03], [0.00, 0.06, -0.01], [-0.05, 0.04, -0.07], [0.22, 0.06, 0.14], [-0.11, -0.27, -0.02], [-0.06, 0.14, 0.01], [0.06, -0.07, 0.15], [-0.07, 0.13, -0.15], [0.00, -0.03, 0.14], [-0.09, 0.05, 0.06], [0.08, 0.05, -0.14], [-0.03, -0.17, -0.07], [0.01, 0.00, 0.09], [-0.01, 0.04, -0.02], [-0.05, 0.08, -0.07], [0.02, 0.04, 0.02], [0.18, -0.28, 0.07], [-0.13, 0.14, 0.11], [0.03, 0.04, -0.08], [-0.03, 0.01, -0.04], [0.03, 0.01, -0.02], [0.01, -0.02, -0.04], [-0.05, 0.04, 0.03], [0.02, 0.01, 0.02], [-0.07, -0.04, -0.01], [0.00, 0.05, 0.03], [0.05, -0.10, -0.01], [0.05, -0.02, 0.00], [0.00, -0.02, -0.05], [-0.03, -0.05, -0.01], [-0.03, 0.00, 0.00], [-0.02, 0.04, 0.05], [0.24, -0.11, 0.15], [-0.15, 0.05, -0.12], [0.00, 0.04, 0.21], [-0.07, 0.02, -0.05], [-0.07, -0.01, 0.04], [0.06, -0.02, 0.01], [0.03, 0.02, 0.03], [0.06, -0.03, 0.03], [-0.05, 0.02, -0.09], [0.00, -0.04, -0.18], [-0.13, 0.10, 0.06], [0.02, -0.02, -0.01], [0.16, -0.02, -0.12], [-0.01, -0.05, 0.05], [-0.10, 0.04, -0.08], [-0.07, 0.02, 0.03], [0.04, 0.06, 0.06], [0.06, -0.01, 0.01], [0.05, -0.04, -0.04], [-0.04, -0.01, -0.08], [0.10, 0.02, 0.14], [0.14, -0.09, -0.03], [-0.09, 0.11, 0.18], [-0.10, -0.14, -0.13], [-0.06, 0.02, -0.05], [0.13, 0.19, 0.09], [0.11, -0.15, 0.03], [-0.36, -0.01, 0.07], [0.22, -0.18, -0.18], [0.01, -0.07, -0.08], [0.10, 0.17, 0.19], [0.13, -0.01, -0.03], [0.06, 0.03, 0.02], [-0.02, 0.00, 0.01], [-0.02, -0.01, -0.02], [-0.09, -0.02, -0.05], [0.00, -0.02, -0.01], [-0.03, -0.03, 0.02], [-0.01, -0.01, 0.00], [-0.07, 0.10, -0.08], [-0.07, -0.02, -0.10], [-0.03, 0.13, 0.09], [-0.08, 0.00, -0.09], [-0.05, -0.02, -0.03], [-0.06, 0.01, 0.03], [0.00, 0.04, 0.03], [0.05, 0.03, 0.02], [-0.02, 0.00, -0.01], [0.06, 0.01, -0.04], [-0.05, 0.01, -0.02], [-0.02, 0.01, -0.03], [0.17, -0.08, -0.06], [-0.28, 0.17, 0.30], [0.04, -0.01, -0.04], [-0.03, -0.02, -0.01], [0.00, 0.04, 0.00], [0.02, -0.04, -0.03], [0.01, 0.04, -0.02], [0.02, -0.01, 0.09], [0.04, -0.04, -0.06], [0.01, -0.04, 0.07], [-0.04, 0.01, -0.01]],
  "mulliken_charge": [1.277, -0.761, 0.179, 0.227, -0.484, -0.252, -0.837, 0.015, -0.160, -0.062, 0.464, 0.255, 0.426, 0.450, 0.398, 0.296, 0.023, -1.036, 0.915, -1.001, -0.781, -0.661, 0.392, -0.019, 0.596, 0.440, 0.407, 0.502, -1.047, 0.876, -0.755, 0.228, 0.052, -0.315, -0.659, -0.430, -0.762, 0.430, 0.480, 0.152, -0.245, 0.437, 0.404, 0.427, 0.474, -0.559, 0.197, -0.485, 0.805, -0.430, -0.770, -0.471, -0.591, -0.741, 0.155, 0.014, 0.491, 0.355, 0.470, -0.422, 0.227, 0.405, 0.362, 0.390, 0.213, -0.758, -0.074, 1.300, -0.281, -1.005, 0.447, -1.197, 0.695, -0.771, -0.517, 0.296, -0.775, -0.602, -0.568, -0.524, 1.188, -0.730, 0.400, 0.526, 0.186, 0.589, 0.301, 0.581, 0.422, 0.384, 0.440, 0.367, -1.764, 2.473, -1.519, -1.504, 0.314, -1.845, 0.477, 0.233, 0.358, 0.490, 0.334, 0.063, 0.428, 0.272, 0.294],
  "homo_ev": -5.50
}

---

no.,LUMO energy (eV),gap between HOMO and LUMO (Eh)
1,0.5,0.405
2,0.0,0.203